1.
Computed, not measured: C27H31N5O4PPtS as an isolated structure in a non-equilibrium geometry, with ωB97M-V/def2-TZVPD.

```
70
Properties=species:S:1:pos:R:3:forces:R:3:lowdin_charge:R:1
C -2.33862 -0.51614 -0.03744 0.0 0.8 -0.1 -0.669
H 0.28682 1.47229 -2.24567 -0.1 0.0 0.0 0.053
C -5.71575 -2.15184 -0.44411 0.0 0.0 0.1 -0.071
H -1.40821 2.65374 5.32406 0.0 0.0 0.0 0.129
C -4.47173 -1.83094 0.07436 0.0 0.0 -0.1 -0.019
N 1.41583 5.90219 2.93133 0.2 0.2 -0.1 -0.207
H 2.77182 -3.75152 3.73809 0.1 0.0 0.0 0.095
O 2.07625 -1.88823 1.43800 0.1 -0.2 0.2 0.004
H 3.99105 -1.76449 3.99748 0.0 0.0 0.0 0.129
H 4.86317 -2.13401 2.52112 0.0 0.0 0.0 0.135
H -4.06805 -2.36474 0.92404 0.0 0.0 0.0 0.116
C 2.52964 -2.81390 -2.02041 0.0 0.0 0.1 -0.131
C -1.06420 -2.18574 -3.91296 0.1 0.0 0.1 -0.118
H 4.10881 -4.22995 2.93574 0.0 0.0 -0.1 0.091
C 2.30543 2.25203 -0.50986 0.2 0.1 -0.1 -0.103
H -5.84479 0.05607 -3.00728 0.0 0.0 0.0 0.106
O -1.80126 0.57641 -0.37373 -0.9 -0.3 -0.3 -0.101
H 0.46171 -0.02383 -4.93166 0.0 0.0 0.0 0.062
H -1.03134 0.60355 -2.97931 0.0 0.0 0.1 0.073
H -7.16527 -1.75479 -1.96838 0.0 0.0 0.0 0.107
C 1.12033 2.54763 1.44138 0.2 0.4 0.0 -0.129
C -5.45669 -0.46767 -2.14361 0.0 0.0 0.0 -0.070
H -0.17708 -2.40135 -4.50952 0.0 0.0 0.0 0.069
S 0.66789 6.30949 4.29698 0.0 -0.1 -0.1 1.058
H 3.45936 3.90926 -1.25234 0.0 -0.1 0.0 0.119
C 2.42480 4.37422 0.56515 0.0 -0.1 0.0 0.035
H 2.59852 1.56796 -1.29640 -0.1 0.0 0.0 0.109
C 1.11596 4.64284 2.67874 -0.4 -0.1 0.4 -0.297
O -1.70326 -1.38231 0.63113 0.6 -0.2 -0.1 -0.097
H 2.19270 -2.84464 1.66163 0.1 0.0 -0.1 0.097
C 0.71048 0.79074 -4.25326 0.0 0.0 0.1 -0.132
H 2.66953 -2.69737 -0.94510 0.0 0.0 0.0 0.051
H -1.12793 -0.95110 3.01458 0.0 0.1 -0.1 0.119
C 0.25358 1.95694 2.45298 -0.1 0.1 0.4 -0.122
C 1.57287 3.87033 1.55001 0.0 -0.3 -0.2 -0.065
H 1.79592 0.85582 -4.17520 0.0 0.0 -0.1 0.066
H -2.05936 0.26406 4.97471 0.0 0.0 0.0 0.120
C 2.98036 -1.23903 2.18542 0.2 -0.2 0.1 -0.529
H -0.37766 -3.11701 -2.08588 0.0 0.0 0.1 0.085
O 3.07554 -0.04382 2.18724 0.0 0.0 0.0 0.093
C 0.24919 4.06993 3.65850 0.3 0.3 -0.3 -0.296
H 3.48055 -3.11146 -2.46064 0.0 0.0 0.0 0.080
H -3.61970 0.65490 -2.05621 0.0 0.0 0.0 0.111
H -1.79356 -2.97146 -4.10651 0.0 0.0 0.0 0.083
C -0.75368 -2.14718 -2.41804 0.1 0.0 0.2 -0.343
C 2.80109 3.55262 -0.47342 0.0 0.1 0.1 -0.009
C -1.04063 2.08738 4.47900 0.0 0.0 0.0 0.037
C -3.72168 -0.81654 -0.51242 0.0 -0.1 0.0 -0.157
H -1.66700 -1.95969 -1.85800 0.0 0.0 0.1 0.060
C -6.20230 -1.48133 -1.55747 0.0 0.0 0.0 -0.076
P 0.48273 -0.88913 -1.90339 -0.3 0.7 0.1 0.880
H 1.82038 -3.62484 -2.18381 0.0 0.0 0.0 0.068
C 0.05553 0.61819 -2.88328 0.1 -0.1 0.0 -0.377
H 1.89033 -1.63107 -3.71833 -0.1 0.1 0.0 0.079
C -4.21998 -0.13110 -1.61786 0.0 0.0 0.1 -0.025
H -1.49826 -1.24671 -4.25424 0.0 0.0 0.0 0.068
H -6.30777 -2.93147 0.01694 0.0 0.0 0.0 0.106
C 3.88126 -2.17656 2.99353 -0.1 0.0 -0.1 -0.140
H 0.35482 1.71863 -4.70102 0.0 0.0 0.0 0.081
C -1.39357 0.76981 4.29116 0.1 0.1 0.0 -0.004
Pt 0.31862 -0.15722 0.32921 0.1 0.2 0.4 1.008
H 2.80605 -0.73510 -2.50703 0.0 0.1 -0.1 0.079
N -0.08853 0.66513 2.30518 0.0 -0.1 -1.1 0.005
C 2.04441 -1.50616 -2.64633 0.1 -0.1 0.6 -0.373
N 3.36539 -3.54586 2.94381 0.0 0.1 0.1 0.009
N 1.48318 1.77746 0.40746 -0.1 -1.0 -0.3 0.012
N -0.06698 4.91542 4.62007 -0.2 0.0 0.2 -0.208
C -0.19259 2.70066 3.55326 0.0 -0.4 -0.1 -0.066
H 2.78014 5.39309 0.63843 0.0 0.0 0.0 0.129
C -0.88464 0.08852 3.18940 -0.1 -0.3 0.2 -0.081
```
Forces are in eV/Å.

Results
multiplicity = 1
net charge = +1

2.
Computed, not measured: C27H32Br2N7O5Y as an isolated structure, with ωB97M-V/def2-TZVPD.

```
74
Properties=species:S:1:pos:R:3:forces:R:3:lowdin_charge:R:1
C 6.04424 -2.19144 1.04179 0.1 0.0 0.0 -0.157
H -3.57625 1.26386 1.36609 0.0 0.0 0.0 0.145
N 4.46516 -3.72678 -1.89154 0.0 0.0 0.0 0.209
H -2.56797 4.95389 1.49413 0.0 0.0 0.0 0.116
H 5.49016 -2.73849 1.81188 0.0 0.0 0.0 0.132
N 2.32842 0.53179 1.54092 -0.1 0.0 0.0 -0.007
C -1.36030 4.01921 -3.31776 0.0 0.0 0.0 0.035
C -1.36396 3.29328 -4.51024 0.0 0.0 0.0 -0.286
C -6.44872 3.13151 -0.03912 0.0 0.0 0.0 -0.063
H 0.80386 -3.07177 1.17239 0.0 0.0 0.0 0.097
O 0.11193 -1.09051 0.03094 0.0 0.1 0.0 -0.357
N -2.04647 -0.66245 0.74371 0.0 0.0 0.1 0.039
O 2.63868 1.07881 -0.97009 0.1 0.0 -0.1 -0.163
H 5.17616 -1.60340 -0.80102 0.0 0.0 0.0 0.096
H -2.12637 4.67339 -5.59456 0.0 0.0 0.0 0.138
H 4.42047 -4.59556 -2.39498 0.0 0.0 0.0 0.127
H -6.91201 2.48905 -0.77596 0.0 0.0 0.0 0.111
H -1.59201 -6.37117 2.50643 0.0 0.0 0.0 0.113
C 3.44793 -0.19742 0.88184 -0.1 0.0 0.1 -0.272
C -3.00709 3.99616 1.23831 -0.1 -0.1 0.0 -0.085
Br -0.30959 3.26295 1.39540 0.0 0.0 0.0 0.834
H -7.23729 5.47640 2.27294 0.0 0.0 0.0 0.115
C -2.62271 -4.81001 1.47144 0.0 0.0 -0.1 -0.001
C -1.16203 -1.60932 0.03089 -0.1 -0.1 0.0 -0.402
H -4.78833 5.49500 2.52143 0.0 0.0 0.0 0.121
H 0.61835 -5.27393 2.32056 0.0 0.0 0.0 0.103
H 4.90240 1.00589 1.88186 0.0 0.0 0.0 0.130
H -3.59996 -5.26693 1.56103 0.0 0.0 0.0 0.126
C 3.55625 0.27335 -0.58475 0.1 0.0 0.1 -0.569
C -2.57040 1.52928 1.04575 0.0 0.0 0.0 -0.173
H -1.73232 5.03399 -3.27367 0.0 0.0 0.0 0.132
H -0.84633 3.96557 -1.25399 0.0 0.0 0.0 0.073
H -4.03369 -3.45287 -0.36581 -0.1 -0.1 0.1 0.124
C 4.71022 -0.06383 1.74886 0.1 0.0 -0.1 -0.133
N -1.73383 0.63581 0.65939 -0.1 0.0 0.1 -0.075
H 6.10949 -4.71491 0.69588 0.0 0.0 0.0 0.119
C 5.14535 -3.63334 -0.73934 0.1 0.0 -0.1 -0.434
Br 0.27391 -0.26500 -3.22383 0.0 0.0 0.0 0.898
H -8.30592 3.96467 0.63318 0.0 0.0 0.0 0.115
H 4.44829 -0.45097 2.73820 0.0 0.0 0.0 0.126
N 5.46684 -2.44746 -0.27477 -0.1 0.0 0.1 0.093
Y 0.59606 0.90182 -0.20746 -0.1 -0.1 -0.2 1.338
C -6.63118 4.81581 1.66821 0.0 0.0 0.0 -0.054
H 4.26063 -2.88553 -2.40668 0.0 0.0 0.0 0.125
C -0.86773 1.98764 -4.50367 0.0 0.0 0.0 -0.009
H 2.69538 1.41267 1.89578 0.0 0.0 0.0 0.101
N 5.45581 -4.74677 -0.06707 0.0 0.0 0.0 0.218
H 7.08133 -2.53670 1.06032 0.0 0.0 0.0 0.132
H -0.85505 1.40027 -5.40939 0.0 0.0 0.0 0.132
N -0.37935 2.16287 -2.15263 -0.1 0.1 0.0 -0.076
O -3.61729 -2.93155 0.32891 0.2 0.1 -0.1 0.027
C -5.25405 4.82640 1.80771 0.0 0.0 0.0 -0.024
O -1.81396 3.76279 -5.66919 0.0 0.0 0.0 0.135
H 5.22624 -5.65307 -0.43635 0.0 0.0 0.0 0.131
H 2.01815 0.01146 2.35710 0.0 0.0 0.0 0.114
C 6.03655 -0.69009 1.31091 0.0 0.0 0.0 -0.161
H -4.46371 2.50746 -0.53966 0.0 0.0 0.0 0.109
C -7.23041 3.96576 0.74805 0.0 0.0 0.0 -0.057
H 6.42822 -0.17451 0.43277 0.0 0.0 0.0 0.124
C -2.49851 -3.59323 0.82304 -0.1 0.0 0.0 -0.261
C -4.46198 3.96704 1.04411 0.0 0.0 0.0 -0.227
H -3.02238 -0.91892 0.84541 0.0 0.0 -0.1 0.137
C -0.86441 3.41837 -2.18644 0.0 0.1 0.0 -0.118
H 3.13851 -1.24612 0.81804 0.0 0.0 0.0 0.150
C -1.26792 -2.95600 0.71852 0.0 0.0 0.1 -0.104
H -1.52745 -1.71740 -1.00346 0.0 0.0 0.0 0.136
C -5.07105 3.13052 0.10588 0.0 0.0 0.0 -0.050
C -0.40129 1.49917 -3.31179 0.0 0.0 0.0 -0.696
C -2.20851 2.93069 1.15697 0.1 0.0 0.0 -0.571
C -0.15069 -3.57301 1.26313 0.0 0.0 0.0 -0.027
C -0.25827 -4.80104 1.89827 0.0 0.0 0.0 -0.075
H 6.74899 -0.50576 2.11569 0.0 0.0 0.0 0.126
C -1.49609 -5.41919 2.00213 0.0 0.0 0.0 -0.064
O 4.44081 -0.18811 -1.30097 0.0 0.0 0.0 0.047
```
Forces are in eV/Å.

Results
multiplicity = 1
net charge = +2

3.
Computed, not measured: C27H32CrFN5O6S as an isolated structure, with ωB97M-V/def2-TZVPD.

```
73
Properties=species:S:1:pos:R:3:forces:R:3:lowdin_charge:R:1
C 3.68921 2.02853 -1.76098 -0.1 -0.1 0.0 -0.776
H -2.84296 -4.03294 -1.79096 0.0 0.0 0.0 0.075
H -1.47871 -2.20528 -4.01081 0.0 0.0 0.0 0.082
H 0.15232 5.30203 3.68214 0.0 0.0 0.0 0.096
C -2.85107 -0.12541 1.19563 -0.1 0.0 0.2 -0.131
H -2.52316 -1.12904 3.74617 0.0 0.0 0.0 0.069
H 2.61980 0.20135 -5.00030 0.0 0.0 0.0 0.066
H -1.83525 -2.75061 1.81610 0.0 0.0 0.0 0.113
C 1.32807 -3.82231 2.46046 0.0 0.0 0.0 -0.122
H 2.99462 0.84394 1.89231 0.0 0.0 0.0 0.038
H -2.26565 0.41281 4.56742 0.0 0.0 0.0 0.072
N 3.36193 1.16800 -2.72664 0.0 0.1 0.0 0.112
C -4.01992 -1.44707 -0.94781 0.0 0.0 0.0 -0.033
C 0.80234 2.51729 2.15390 0.0 0.0 -0.2 -0.573
C 0.81501 4.44876 3.57003 0.1 0.0 0.0 -0.056
O -0.70278 1.57758 -1.33497 0.1 0.0 0.0 -0.115
C 5.52053 2.76400 -2.86154 0.1 0.0 -0.1 -0.168
H -5.89872 -0.79551 -0.14147 0.0 0.0 0.0 0.094
H -1.46102 -3.95098 -0.68876 0.0 0.0 0.0 0.066
H -0.62107 -4.50697 3.02062 0.0 0.0 0.0 0.095
C -0.75375 -2.76867 1.79697 0.0 0.0 0.0 -0.024
C -4.23279 -0.13327 1.03655 0.0 0.0 0.0 -0.045
C -0.05886 -3.76076 2.47339 0.0 0.0 0.0 -0.109
H -3.82541 0.06021 3.82358 0.0 0.0 0.0 0.069
C -2.63349 -1.44055 -0.83447 -0.1 0.0 -0.2 -0.118
C 0.20222 0.17825 -3.04820 0.2 -0.1 0.0 -0.547
H -4.47983 -1.95715 -1.78275 0.0 0.0 -0.1 0.104
C -1.78299 -2.14370 -1.87410 0.0 0.0 0.0 -0.351
S 2.62743 2.13688 -0.38207 -0.2 0.0 0.1 0.706
C -4.82185 -0.79538 -0.02557 0.0 0.0 0.0 -0.080
C 1.31535 -1.88630 1.09551 0.1 0.0 0.0 -0.193
N 2.29915 0.77582 2.63554 0.0 0.0 -0.1 0.052
H -2.01667 2.55778 3.21791 0.0 0.0 0.1 0.071
H 1.85732 -4.60674 2.98119 0.0 0.0 0.0 0.086
H 5.88372 1.89899 -4.80562 0.0 0.0 0.0 0.093
C -1.82149 -3.66029 -1.67741 0.0 0.0 0.0 -0.051
C -2.51033 2.06508 2.37747 -0.1 0.0 -0.1 -0.057
F 1.99679 -0.90470 0.39069 0.0 -0.1 0.1 -0.028
N 4.76030 2.83968 -1.77984 0.0 0.0 0.1 0.034
C -2.05122 -0.77471 0.24899 0.0 0.3 0.0 -0.179
H 2.65175 0.33091 3.47143 0.0 0.0 -0.1 0.094
O 0.28553 1.90643 1.24092 0.0 0.0 0.2 -0.045
H 6.38709 3.41980 -2.88027 0.0 0.0 0.0 0.096
H 1.83302 4.81228 3.40456 0.0 0.0 0.0 0.095
H -1.16614 0.40480 2.35360 -0.2 0.0 0.0 0.111
C 4.12427 1.11884 -3.80742 0.1 -0.1 -0.2 -0.330
C 2.02995 -2.84990 1.74686 -0.1 0.0 0.0 -0.032
H 3.93103 -0.86822 -4.54377 0.0 0.0 0.0 0.087
O 0.34141 3.74350 2.43089 0.1 -0.2 -0.1 -0.001
C 5.25271 1.92449 -3.92801 0.0 0.0 0.0 -0.042
Cr 0.61893 0.61049 -0.40206 0.3 0.3 0.0 0.776
C 3.69952 0.14742 -4.86716 0.0 0.1 0.0 -0.024
H -0.75388 -1.81042 -1.73197 -0.1 -0.1 0.0 0.111
C -2.19546 -1.78694 -3.30414 -0.1 0.0 0.0 -0.057
H -3.57940 2.27781 2.44812 0.0 0.0 0.0 0.077
N -0.64151 -0.74561 0.37729 0.3 -0.1 0.1 -0.031
C -0.07932 -1.77418 1.06133 0.0 0.1 0.1 -0.230
O -1.64823 1.73136 -3.35331 0.0 0.0 0.0 0.093
H -4.85357 0.38229 1.75922 0.0 0.0 0.0 0.103
O 0.90631 -0.27149 -2.04694 -0.1 0.0 0.0 -0.148
H -2.13211 2.50438 1.45580 0.0 0.0 0.0 0.084
C -2.24746 0.56071 2.40489 0.2 -0.1 0.0 -0.366
H 4.20485 0.33753 -5.81357 0.0 0.0 0.0 0.068
C -0.82985 1.26028 -2.60170 0.0 0.2 0.0 -0.520
H -3.17842 -2.19441 -3.54566 -0.1 0.0 0.0 0.070
H -2.22282 -0.70933 -3.46632 -0.1 -0.1 0.0 0.070
O 0.29849 -0.20327 -4.19305 0.0 0.2 0.0 0.077
N 1.80354 2.04425 2.95920 0.0 0.2 0.0 0.011
H 0.77462 3.82458 4.46407 0.0 0.0 0.0 0.096
H 2.48306 2.74852 3.22966 -0.1 -0.1 0.0 0.135
H 3.10918 -2.84156 1.68506 0.1 0.0 0.0 0.115
H -1.19762 -4.15122 -2.42621 0.0 0.0 0.0 0.078
C -2.74660 -0.06277 3.71038 0.0 0.0 0.0 -0.061
```
Forces are in eV/Å.

Results
multiplicity = 4
⟨S²⟩ = 3.78
net charge = -1

What E values result from the calculations? In sequence: -67510.704; -190307.302; -90233.546 eV.
What energy above the lowest of the compared OMol25 structures with the same formula, charge and spin values result from the calculations? In sequence: 38.9; 9.4; 11.2 kcal per mole.